74
Properties=species:S:1:pos:R:3:forces:R:3 method="wB97M-V/def2-TZVPD" spin_multiplicity=5 orbital_gap_ev="7.02 / 5.14" charge=+4 s_squared=6.04
Ru 1.193 0.939 -0.238 -0.8 -1.7 -0.9
P 1.092 1.908 1.794 -0.3 1.3 2.7
P -1.083 0.950 -0.676 -1.6 1.4 -0.3
P 1.749 2.509 -1.708 0.2 2.0 -2.3
H 2.623 -1.134 -1.056 -0.2 0.7 0.0
C 2.837 -0.071 -0.879 2.2 -0.1 1.5
C 2.994 0.273 0.534 1.6 -0.8 -1.0
H 2.930 -0.565 1.244 -0.2 0.5 -0.2
C 0.980 0.607 3.070 0.1 -0.2 0.1
C -0.302 3.024 2.178 -0.1 0.0 0.0
C 2.508 2.964 2.263 0.3 -0.1 -0.2
C -1.590 0.039 -2.173 0.1 -0.3 -0.1
C -1.988 0.076 0.645 -0.1 -0.2 0.1
C -1.981 2.540 -0.869 -0.2 -0.1 0.1
C 3.493 2.921 -2.086 0.2 -0.5 0.4
C 1.098 4.163 -1.288 -0.2 -0.1 0.3
C 1.049 2.175 -3.373 0.0 -0.2 -0.1
H 3.551 0.376 -1.581 -0.5 -0.3 0.2
H 3.745 1.020 0.807 -0.3 -0.4 -0.1
H 1.832 -0.073 2.961 -0.2 0.2 0.2
H 0.061 0.017 2.940 0.2 0.2 0.0
H 0.994 1.047 4.076 0.0 0.0 -0.3
H -1.249 2.475 2.193 0.1 0.2 0.0
H -0.367 3.826 1.435 0.0 -0.1 0.2
H -0.157 3.484 3.165 0.0 -0.1 -0.2
H 3.452 2.458 2.040 -0.2 0.2 0.2
H 2.477 3.199 3.337 -0.1 -0.1 -0.3
H 2.483 3.912 1.712 0.0 -0.2 0.1
H -2.683 0.085 -2.294 0.3 0.0 0.1
H -1.286 -1.011 -2.080 -0.1 0.3 0.0
H -1.109 0.453 -3.067 -0.2 -0.1 0.2
H -3.033 -0.058 0.330 0.2 0.1 0.1
H -1.966 0.627 1.594 0.0 -0.1 -0.3
H -1.543 -0.911 0.831 -0.1 0.2 -0.1
H -3.062 2.369 -0.761 0.3 0.0 -0.1
H -1.800 2.968 -1.863 0.0 -0.2 0.2
H -1.668 3.266 -0.110 -0.1 -0.2 -0.2
H 3.514 3.793 -2.757 -0.2 -0.3 0.2
H 3.989 2.081 -2.588 0.0 0.3 0.1
H 4.042 3.170 -1.168 -0.1 -0.1 -0.3
H 1.634 4.913 -1.883 -0.1 -0.2 0.1
H 1.265 4.378 -0.226 0.0 0.1 -0.2
H 0.028 4.236 -1.507 0.2 0.0 0.1
H 1.616 2.737 -4.129 -0.1 0.0 0.2
H -0.004 2.480 -3.426 0.3 0.0 0.1
H 1.121 1.106 -3.611 0.0 0.3 0.1
C 0.042 -2.937 -2.963 -0.3 -0.5 0.1
C 1.323 -2.466 -2.633 0.9 0.3 0.1
C 2.035 -1.680 -3.538 0.0 -0.3 0.7
C 1.501 -1.405 -4.803 0.0 -0.2 0.1
C 0.262 -1.948 -5.160 -0.6 -0.4 0.0
C -0.464 -2.715 -4.255 -0.5 0.6 -0.4
Se -1.009 -3.818 -1.637 0.5 -0.1 -1.3
H 0.058 -4.796 -1.361 0.1 0.2 0.4
H 1.707 -2.678 -1.631 0.0 -0.1 -0.5
H 3.013 -1.276 -3.266 -0.3 -0.3 -0.1
H 2.064 -0.792 -5.508 -0.2 -0.2 0.1
H -0.145 -1.771 -6.152 0.1 -0.1 0.1
H -1.435 -3.131 -4.512 0.2 0.1 -0.2
C -3.850 -4.047 4.416 0.0 -0.1 0.7
N -2.935 -2.998 3.996 -1.9 1.1 0.9
C -3.230 -1.653 4.428 0.2 0.2 0.9
C -1.944 -3.175 3.075 2.6 -0.6 -2.0
C -1.787 -4.579 2.549 0.1 0.2 -0.2
O -1.230 -2.226 2.715 -1.5 -1.2 0.8
H -4.432 -3.661 5.259 0.1 -0.2 -0.3
H -3.303 -4.945 4.736 0.0 0.2 -0.2
H -4.549 -4.340 3.615 0.3 0.2 -0.1
H -3.699 -1.717 5.412 0.0 0.1 -0.1
H -2.312 -1.064 4.481 -0.1 -0.1 -0.1
H -3.927 -1.156 3.739 0.0 -0.2 -0.1
H -2.719 -4.918 2.071 0.3 0.0 0.2
H -0.983 -4.580 1.809 -0.1 0.0 0.3
H -1.530 -5.268 3.367 -0.1 0.1 -0.3